Here is an isolated molecule of C6H8 from OMol25. Energies are from the ωB97M-V functional and the def2-TZVPD basis.

```
14
Properties=species:S:1:pos:R:3:forces:R:3:nbo_charge:R:1
C 2.8996 0.6675 -0.5420 0.0838 0.0214 -0.0132 -0.68
C 1.5476 0.2594 -0.1528 -0.4464 -0.1418 0.1408 0.00
C 0.4442 -0.0801 0.1986 0.4432 0.1377 -0.1232 -0.03
C -0.8519 -0.4924 0.6931 0.1022 -0.0376 0.1232 -0.30
C -2.0766 0.3524 0.4354 -0.1012 0.1826 0.0378 -0.40
C -1.9344 -0.9735 -0.2429 -0.0570 -0.1411 -0.1362 -0.40
H 3.4084 1.1584 0.2952 -0.0935 -0.0762 -0.1319 0.23
H 2.8783 1.3734 -1.3792 -0.0346 -0.1280 0.1278 0.23
H 3.5044 -0.1961 -0.8411 -0.1317 0.1379 0.0375 0.23
H -0.8160 -0.9864 1.6611 -0.0108 0.0753 -0.1417 0.23
H -2.7936 0.4487 1.2451 0.1104 -0.0318 -0.1310 0.22
H -1.9453 1.2472 -0.1649 0.0205 -0.1561 0.0930 0.22
H -2.5535 -1.7977 0.0994 0.1107 0.1409 -0.0565 0.22
H -1.7112 -0.9809 -1.3049 0.0045 0.0169 0.1736 0.22
```
Forces are in eV/Å.

The calculation puts the relative energy (zero: lowest compared OMol25 entry of this formula, charge and spin) at 35.7 kcal per mole. As for the gap between HOMO and LUMO: 10.08 eV. As for the calculated total energy: -233.33004 Ha. Its structure (SMILES) is CC#CC1CC1.